Density functional theory data (wB97M-V/def2-TZVPD) for C17H17Cl2FN2O3S in the gas phase at a distorted geometry.

```
43
Properties=species:S:1:pos:R:3:nbo_charge:R:1
C 2.501 0.785 -2.643 -0.257
H 1.695 0.081 -2.865 0.205
H 2.269 1.763 -3.060 0.197
H 3.443 0.422 -3.060 0.183
O 2.596 0.986 -1.234 -0.530
C 3.048 -0.080 -0.520 0.386
C 2.156 -0.870 0.193 -0.391
C 2.590 -1.916 0.985 -0.162
C 3.940 -2.201 1.076 -0.232
C 4.851 -1.425 0.372 -0.042
C 4.416 -0.366 -0.422 -0.141
Cl 5.554 0.612 -1.260 0.050
Cl 6.529 -1.769 0.488 0.049
H 4.296 -3.016 1.686 0.238
H 1.851 -2.497 1.512 0.251
S 0.396 -0.521 0.040 2.340
O 0.054 -0.579 -1.349 -0.937
O -0.271 -1.402 0.953 -0.942
N 0.349 1.055 0.578 -0.678
C -0.265 2.048 -0.277 -0.242
H 0.364 2.945 -0.282 0.203
C -1.687 2.362 0.236 -0.238
N -2.238 1.235 0.951 -0.458
C -2.836 0.182 0.268 0.245
C -2.886 0.125 -1.127 -0.276
C -3.537 -0.906 -1.777 -0.247
C -4.151 -1.893 -1.034 0.356
C -4.146 -1.855 0.347 -0.260
C -3.502 -0.817 0.987 -0.245
H -3.530 -0.781 2.065 0.210
H -4.647 -2.627 0.909 0.226
F -4.785 -2.910 -1.669 -0.333
H -3.556 -0.952 -2.854 0.225
H -2.398 0.869 -1.733 0.211
C -1.516 0.984 2.183 -0.231
H -1.680 -0.046 2.490 0.231
C 0.003 1.198 1.972 -0.244
H 0.317 2.197 2.288 0.205
H 0.573 0.456 2.531 0.228
H -1.883 1.660 2.967 0.190
H -2.351 2.646 -0.580 0.222
H -1.649 3.196 0.945 0.197
H -0.279 1.621 -1.278 0.237
```

Properties
- HOMO level: -7.57 eV
- Net charge: 0
- Kohn-Sham gap: 8.0 eV
- SMILES: COc1c(S(=O)(=O)N2CCN(c3ccc(F)cc3)CC2)ccc(Cl)c1Cl